8
Properties=species:S:1:pos:R:3:forces:R:3:lowdin_charge:R:1 method="wB97M-V/def2-TZVPD" multiplicity=1 orbital_gap_ev="6.58 / 6.58" total_charge=0 e_tot_ev=-32020.007 homo_ev="-7.8 / -7.8"
Si 0.280277 0.580068 -0.408049 -0.9132 -1.2481 2.9751 0.609
Si -1.691448 -2.136246 -0.009788 1.0607 2.1271 0.1386 -0.440
I -3.977554 -1.190622 -0.676403 0.8514 -0.5884 0.5168 0.163
I -1.053622 -3.816035 -1.638760 -0.0219 -0.1111 -0.0807 0.257
H -0.817056 1.179915 -1.127702 0.0294 0.4263 -0.5956 -0.170
H 0.723412 1.392332 0.936139 -0.6143 -1.0883 -1.8341 -0.097
H 1.346530 -0.238106 -0.955624 0.2962 0.2243 -0.5045 -0.169
H -1.451133 -2.787073 1.348381 -0.6882 0.2583 -0.6157 -0.152

8
Properties=species:S:1:pos:R:3:forces:R:3:lowdin_charge:R:1 method="wB97M-V/def2-TZVPD" multiplicity=1 orbital_gap_ev=11.51 total_charge=0 e_tot_ev=-7135.003 homo_ev=-10.5
N -1.147668 -0.388971 0.789546 -0.5601 2.2617 -2.2573 0.021
O -0.493233 -1.055032 -0.285745 1.0977 -0.2122 -0.1041 -0.241
N 0.416734 -0.135138 -0.887745 -2.2846 1.6575 0.2841 -0.081
O 1.296737 0.354465 0.151627 0.0275 -0.4368 -1.0083 -0.098
H -0.337688 0.100803 1.178367 -0.3044 -0.1395 0.8854 0.045
H -1.576833 0.435316 0.181412 0.1325 -1.6304 1.9955 0.109
H -0.306325 0.715490 -0.995973 2.3526 -1.6593 -0.0865 0.144
H 2.148276 -0.026932 -0.131489 -0.4611 0.1590 0.2912 0.103

9
Properties=species:S:1:pos:R:3:forces:R:3:lowdin_charge:R:1 method="wB97M-V/def2-TZVPD" multiplicity=1 orbital_gap_ev=9.49 total_charge=0 e_tot_ev=-15012.366 homo_ev=-10.5
H -1.362130 1.626266 0.232458 -0.8655 0.6394 -0.0024 -0.060
N -0.790036 0.823960 0.283604 -0.4389 -2.0732 -0.7824 -0.212
Si -0.860289 -0.560833 -0.474223 1.7040 -0.1863 0.8134 0.773
N 0.803805 -1.560516 -0.095781 -0.8061 0.6621 -0.9215 -0.478
O 0.886625 -2.549086 -0.833320 0.0585 0.4584 0.6924 -0.055
O 1.681431 -1.108725 0.605395 -0.5268 -0.5356 -0.2314 0.021
H -1.515124 -1.406453 -1.484440 -0.0855 0.1044 0.0763 -0.040
H 0.285625 2.354291 0.629519 1.5266 0.4822 0.9913 0.001
H 0.870090 2.381095 1.136788 -0.5663 0.4487 -0.6357 0.050

9
Properties=species:S:1:pos:R:3:forces:R:3:lowdin_charge:R:1 method="wB97M-V/def2-TZVPD" multiplicity=1 orbital_gap_ev="8.22 / 7.12" total_charge=0 e_tot_ev=-15011.756 homo_ev="-9.3 / -8.2"
N 1.092524 1.044042 0.404885 4.3336 0.8807 -0.9892 -0.127
N -1.424292 -0.103094 0.130949 -2.3684 -0.3569 0.4133 -0.530
O -1.687427 0.974081 -0.373439 0.0164 0.4166 -0.2018 -0.006
O -2.284030 -0.926789 0.463873 1.0833 0.4865 -0.2082 -0.010
Si 0.310442 -0.423323 0.336327 0.3200 -1.8263 -3.2522 0.595
H 2.200181 0.941377 0.213087 -3.2887 0.1948 0.9272 0.117
H 0.839619 1.830461 -0.218610 -0.4038 -0.8529 0.6471 0.058
H 0.468195 -1.629463 1.099272 0.3785 0.0167 0.8312 -0.052
H 0.484784 -1.707296 -2.056348 -0.0708 1.0408 1.8326 -0.046

9
Properties=species:S:1:pos:R:3:forces:R:3:lowdin_charge:R:1 method="wB97M-V/def2-TZVPD" multiplicity=1 orbital_gap_ev="9.28 / 9.27" total_charge=0 e_tot_ev=-9178.639 homo_ev="-9.2 / -9.1"
N 0.950822 -0.948481 0.151259 1.3379 -1.4130 -1.5490 -0.044
N -0.247705 0.902272 0.974756 -1.0681 2.2830 0.0774 -0.044
O 0.699452 0.009116 0.999106 0.0836 -0.0795 0.2239 -0.167
O 0.952108 -0.525414 -1.176277 -0.3804 0.5174 0.6938 -0.046
O -0.382160 1.532949 -0.261070 0.4855 -0.8182 0.1098 -0.046
H 1.528057 -1.164620 -1.615158 -0.0334 -0.1561 0.2178 0.101
H -0.781179 2.383339 -0.036769 -0.0637 -0.1061 0.2415 0.101
H -1.153797 -1.412978 0.340431 -1.1086 1.3219 0.6310 0.072
H -1.565599 -0.776182 0.623723 0.7473 -1.5495 -0.6462 0.072

9
Properties=species:S:1:pos:R:3:forces:R:3:lowdin_charge:R:1 method="wB97M-V/def2-TZVPD" multiplicity=1 orbital_gap_ev=9.19 total_charge=0 e_tot_ev=-26761.097 homo_ev=-8.6
N -2.289241 -0.661175 0.137265 -0.5220 -0.1486 1.6669 -0.399
S -1.315583 0.659961 -0.032150 0.5389 -1.0465 -0.4648 0.754
O 0.022369 -0.011634 -0.905849 -0.6643 0.2981 0.1257 -0.966
S 1.310922 -0.681218 -0.106690 0.8596 1.5290 0.0948 0.729
N 2.316733 0.673924 0.209158 -1.2970 2.4288 0.1725 -0.409
H -2.476110 -1.043605 1.154171 0.3873 0.7904 -3.3722 0.101
H -2.850267 -0.877400 -0.711559 0.2657 -0.1259 1.6780 0.048
H 1.719705 1.400955 0.815793 2.0255 -2.0287 -1.7364 0.069
H 2.800392 1.212882 -0.616897 -1.5937 -1.6965 1.8356 0.073

10
Properties=species:S:1:pos:R:3:forces:R:3:lowdin_charge:R:1 method="wB97M-V/def2-TZVPD" multiplicity=1 orbital_gap_ev="6.55 / 7.34" total_charge=0 e_tot_ev=-37595.049 homo_ev="-7.4 / -8.0"
N -1.782276 1.874027 0.412951 -1.8294 1.1820 -5.1309 -0.431
N 0.537236 -2.079203 -0.686902 -0.3588 -0.5356 -0.0046 -0.377
O 2.747973 0.917644 1.032252 0.0483 0.8976 0.9510 -0.664
S -1.653749 0.418626 -0.386048 -1.1027 -0.0797 -0.9347 0.455
S 0.451841 -0.783263 0.386776 0.5741 -0.2386 0.6669 0.395
S 2.369990 -0.087152 0.044743 0.2166 -1.1890 -1.1331 0.564
H -1.541131 2.770052 -0.048234 -0.0329 -1.1854 0.0212 0.057
H -1.368998 1.808695 1.224043 2.2153 -0.0796 5.7339 -0.073
H 0.129619 -1.869010 -1.572005 -0.1708 0.5034 -0.7682 0.016
H 0.109493 -2.970419 -0.407580 0.4405 0.7249 0.5985 0.057

10
Properties=species:S:1:pos:R:3:forces:R:3:lowdin_charge:R:1 method="wB97M-V/def2-TZVPD" multiplicity=3 orbital_gap_ev="6.41 / 8.02" total_charge=0 e_tot_ev=-26702.579 homo_ev="-6.8 / -10.5"
N 1.146696 -0.901094 1.023929 1.4167 0.8780 1.7984 -0.366
N 1.016008 -0.102661 -1.230993 1.4479 1.0330 2.5854 -0.534
N -0.958117 0.537559 0.429025 0.3456 -2.9426 0.2887 -0.008
O -0.888408 -1.879958 -0.365596 -1.2335 -1.4874 -0.4281 -0.272
P -0.085754 -0.738938 -0.050745 1.1479 1.5024 -1.4499 0.131
S 2.213081 0.142622 -0.046937 -2.8099 -1.4442 -0.2894 0.836
H 0.809305 -0.641317 1.998087 1.3060 -0.0280 -1.3465 0.087
H 1.332092 -1.382495 -2.225124 0.3948 -1.0304 -1.2075 0.073
H -0.659015 1.418278 0.586035 0.9293 3.2113 0.3999 0.023
H -1.869043 0.332517 0.218691 -2.9449 0.3079 -0.3511 0.031

8
Properties=species:S:1:pos:R:3:forces:R:3:lowdin_charge:R:1 method="wB97M-V/def2-TZVPD" multiplicity=1 orbital_gap_ev=9.35 total_charge=0 e_tot_ev=-6022.952 homo_ev=-7.8
N -1.601673 0.432556 -0.368317 -0.2799 0.6077 -0.0260 -0.023
N -0.520760 -0.324451 -0.154043 2.2379 0.1500 0.5711 -0.129
N 0.520691 0.324441 0.154278 -2.2369 -0.1502 -0.5716 -0.129
N 1.601489 -0.432614 0.369067 0.2785 -0.6077 0.0294 -0.023
H -1.562218 1.438592 -0.283926 0.0573 -0.1670 0.0022 0.081
H -2.442221 -0.049644 -0.613827 0.1036 -0.0085 0.0254 0.070
H 1.562261 -1.438582 0.283772 -0.0570 0.1672 -0.0035 0.081
H 2.442431 0.049701 0.612996 -0.1035 0.0084 -0.0270 0.070

23
Properties=species:S:1:pos:R:3:forces:R:3:lowdin_charge:R:1 method="wB97M-V/def2-TZVPD" multiplicity=1 orbital_gap_ev=7.11 total_charge=-2 e_tot_ev=-83097.648 homo_ev=-2.9
Zn -19.368210 1.600851 15.039826 1.4556 -0.2210 0.4823 0.649
N -19.309233 -0.524592 12.478692 0.1081 0.9209 0.6658 -0.579
O -20.076272 -1.458180 12.224297 0.0139 -0.1332 -0.0580 -0.043
O -18.436108 -0.145073 11.696692 -0.1446 -0.1259 -0.1734 -0.018
O -19.441650 0.090124 13.594280 -0.4323 -0.7496 -0.4270 -0.108
N -19.602332 3.655321 17.478858 0.0970 0.0033 0.3400 -0.554
O -18.597854 4.031770 18.089960 -0.3770 -0.2319 -0.4067 -0.006
O -20.740203 3.802030 17.963228 0.1759 -0.1167 -0.3931 -0.054
O -19.474294 3.141601 16.316570 -0.2557 0.9187 0.4629 -0.120
N -16.652840 2.715038 14.274538 0.7165 -0.0936 -0.4259 -0.571
O -16.920952 3.883521 14.549928 -0.3508 0.0388 -0.0321 -0.022
O -17.364499 1.752543 14.713186 0.1886 0.1167 -0.2545 -0.089
O -15.663218 2.434267 13.570527 -0.3898 0.0159 0.3389 -0.044
N -18.301608 -0.180187 17.602238 0.3457 -0.2706 1.3324 -0.576
O -18.764886 -0.143620 18.761582 -0.0338 -0.0287 -0.4146 -0.054
O -18.976484 0.351766 16.683322 -0.5336 -0.2244 -0.5473 -0.093
O -17.220441 -0.735586 17.385608 -0.3320 0.2400 -0.4755 -0.017
O -21.393697 1.204192 15.393252 -0.6952 -0.4200 0.3290 -0.012
H -22.241711 1.382868 14.980589 0.1818 0.1314 -0.2137 0.077
H -21.501408 0.357626 15.847603 0.3505 0.0856 0.0565 0.085
O -19.804525 2.922952 13.446934 -0.3915 0.4026 -0.7719 -0.013
H -20.446654 3.629850 13.337691 0.0978 0.0543 0.3581 0.077
H -19.268952 2.932198 12.643829 0.2050 -0.3125 0.2278 0.087

9
Properties=species:S:1:pos:R:3:forces:R:3:lowdin_charge:R:1 method="wB97M-V/def2-TZVPD" multiplicity=3 orbital_gap_ev="5.56 / 6.37" total_charge=0 e_tot_ev=-25770.306 homo_ev="-4.6 / -9.6"
N 0.898634 0.962764 -1.210554 3.0842 0.2079 -1.3091 -0.026
O 1.508942 -0.398489 0.724327 1.9667 0.1350 -0.7010 -0.194
O -0.674763 -1.283882 -0.186209 1.2853 -0.3462 -1.3971 -0.267
P 0.210247 0.081911 0.013577 -4.0342 -0.6284 0.4339 0.240
S -1.199345 0.934436 1.434302 -2.6556 -0.6901 0.8270 0.425
H 0.295036 1.472212 -1.809163 -1.0267 0.3109 -0.7456 -0.002
H 2.163836 0.019541 0.107018 0.3609 -0.5852 1.0110 0.071
H -1.302297 -1.591743 0.461167 -0.3226 0.0278 0.6897 0.032
H -0.594710 1.820177 2.112745 1.3420 1.5684 1.1913 -0.278

10
Properties=species:S:1:pos:R:3:forces:R:3:lowdin_charge:R:1 method="wB97M-V/def2-TZVPD" multiplicity=1 orbital_gap_ev="7.67 / 6.90" total_charge=0 e_tot_ev=-27813.912 homo_ev="-8.8 / -8.3"
H 2.640552 1.858884 1.491226 -1.1680 -0.0976 0.0824 -0.136
P 1.539669 0.872802 1.537945 0.2725 0.1702 0.1765 0.808
N 0.191842 1.828421 1.863089 1.7289 1.3303 -0.1078 -0.971
S -1.322280 1.242979 2.134665 -0.2588 0.0906 -0.1373 0.484
H 0.348294 2.869679 1.909629 -0.4292 -1.3913 -0.0002 0.050
O -1.325253 -2.168932 0.257167 -3.0563 -1.4703 -0.1900 -0.017
O -0.216111 -1.418505 0.265749 3.8243 0.4634 1.3454 -0.302
O -0.272872 -0.512341 -0.763560 -1.3557 1.1436 0.2063 -0.062
H -0.976755 -3.020534 0.534984 0.0592 -0.3780 -0.1943 0.107
H -0.830893 0.133304 -0.253846 0.3832 0.1391 -1.1809 0.040